Entry 1:
Here is a cluster of 3 separate species, C19H42BF4NO6Si in total from OMol25. Energies are from the ωB97M-V functional and the def2-TZVPD basis.

Last column: Mulliken charge in e.
Atoms and positions in Å:
C1 4.353 4.381 -1.025  -1.37
C2 3.155 3.969 -1.919  -0.25
C3 1.884 3.740 -1.105  0.06
F1 0.785 4.254 -1.808  -0.39
Si1 1.617 1.888 -0.748  -0.53
C4 3.274 1.195 -0.102  -0.43
C5 3.159 -0.197 0.461  -0.04
O1 3.438 -1.156 -0.243  -0.64
N1 2.608 -0.357 1.737  0.44
C6 3.217 0.421 2.808  -1.07
C7 2.458 -1.752 2.106  -1.07
C8 0.296 1.721 0.609  -1.18
C9 -1.089 1.257 0.187  -0.16
O2 -2.009 1.420 1.265  -0.46
C10 -1.141 -0.244 -0.169  0.74
F2 0.052 -0.859 0.057  -0.14
F3 -1.437 -0.393 -1.502  -0.23
F4 -2.090 -0.923 0.535  -0.28
B1 1.196 0.966 -2.486  1.10
O3 1.260 -0.385 -2.573  -0.47
O4 0.887 1.730 -3.604  -0.46
C11 1.801 1.538 -4.696  -0.89
H1 4.588 5.428 -1.149  0.35
H2 5.228 3.803 -1.289  0.34
H3 4.109 4.194 0.013  0.31
H4 3.436 3.055 -2.431  -0.12
H5 2.950 4.754 -2.633  0.57
H6 1.927 4.316 -0.184  0.57
H7 4.009 1.129 -0.892  0.39
H8 3.655 1.918 0.612  0.48
H9 3.556 1.382 2.452  0.37
H10 2.507 0.609 3.603  0.31
H11 4.090 -0.085 3.217  0.38
H12 1.947 -1.822 3.058  0.39
H13 1.868 -2.277 1.370  0.22
H14 3.418 -2.260 2.169  0.34
H15 0.631 1.111 1.440  0.43
H16 0.154 2.725 1.010  0.78
H17 -1.471 1.830 -0.651  0.19
H18 -1.917 2.306 1.608  0.36
H19 1.006 -0.678 -3.451  0.20
H20 2.776 1.208 -4.350  0.30
H21 1.935 2.485 -5.198  0.25
H22 1.397 0.813 -5.392  0.34
C12 -5.383 1.289 5.986  -1.04
C13 -3.920 1.687 5.886  -0.17
O5 -3.017 0.685 6.310  -0.43
C14 -3.066 -0.539 5.597  -0.59
C15 -2.772 -0.403 4.113  -0.83
H23 -5.631 1.004 7.009  0.29
H24 -6.018 2.126 5.693  0.39
H25 -5.624 0.447 5.336  0.26
H26 -3.730 2.537 6.542  0.35
H27 -3.680 2.014 4.867  0.15
H28 -4.030 -1.035 5.756  0.32
H29 -2.310 -1.170 6.063  0.35
H30 -3.510 0.213 3.599  0.22
H31 -2.774 -1.384 3.638  0.47
H32 -1.795 0.054 3.956  0.26
C16 -3.146 -4.881 -4.736  -1.00
C17 -1.777 -5.529 -4.611  -0.30
O6 -0.705 -4.696 -5.010  -0.46
C18 -0.556 -3.489 -4.288  -0.44
C19 -0.320 -3.669 -2.799  -0.45
H33 -3.320 -4.552 -5.761  0.28
H34 -3.922 -5.596 -4.462  0.39
H35 -3.250 -4.014 -4.083  0.24
H36 -1.724 -6.395 -5.271  0.34
H37 -1.618 -5.899 -3.592  0.29
H38 -1.417 -2.831 -4.463  0.31
H39 0.309 -2.998 -4.737  0.25
H40 -1.166 -4.147 -2.304  0.32
H41 -0.164 -2.699 -2.327  -0.08
H42 0.563 -4.286 -2.625  0.30

Properties
total charge	0
HOMO level	-0.345	hartree
SMILES string	CC[C@@H](F)[Si@@](CC(=O)N(C)C)(C[C@H](O)C(F)(F)F)B(O)OC.CCOCC.CCOCC

Entry 2:
Here is a cluster of 13 separate species, C4H30NO15 in total from OMol25. Energies are from the ωB97M-V functional and the def2-TZVPD basis.

Last column: Mulliken charge in e.
Atoms and positions in Å:
O1 -1.021 0.623 -0.730  -0.37
C1 -0.338 -0.383 -0.576  0.39
N1 -0.911 -1.567 -0.155  0.19
C2 -2.327 -1.614 0.107  0.01
O2 -3.094 -1.431 -0.825  -0.58
O3 -2.605 -1.946 1.301  -0.88
C3 1.105 -0.528 -0.988  0.32
C4 1.057 -1.270 -2.318  -1.33
H1 -0.294 -2.241 0.266  0.27
H2 1.611 0.452 -0.997  0.11
H3 1.706 -1.066 -0.206  0.05
H4 0.746 -2.307 -2.096  0.31
H5 2.055 -1.276 -2.770  0.40
H6 0.388 -0.805 -3.039  0.25
H7 -0.781 -3.996 2.980  0.28
H8 -1.533 -2.782 2.251  0.43
O4 -0.698 -3.069 2.726  -0.79
H9 -1.047 1.542 -2.231  0.21
H10 -0.538 2.959 -2.495  0.45
O5 -0.821 2.141 -2.981  -0.77
H11 1.867 0.282 2.607  0.43
H12 2.363 -1.166 2.339  0.27
O6 2.590 -0.237 2.197  -0.69
H13 0.317 1.621 -4.304  0.46
H14 1.515 0.750 -4.300  0.29
O7 0.928 1.188 -4.925  -0.69
H15 3.371 0.513 0.774  0.37
H16 4.670 1.190 1.036  0.29
O8 3.923 1.249 0.437  -0.66
H17 0.695 1.413 3.919  0.28
H18 -0.284 0.886 2.864  0.47
O9 0.589 1.375 2.962  -0.71
H19 -1.023 3.250 -0.420  0.33
H20 0.420 3.556 -0.644  0.48
O10 -0.472 3.863 -0.916  -0.81
H21 -1.520 -1.073 2.670  0.40
H22 -2.174 0.358 2.523  0.50
O11 -1.530 -0.159 3.030  -0.76
H23 1.287 2.580 1.376  0.25
H24 2.509 2.573 0.388  0.31
O12 1.542 2.528 0.442  -0.65
H25 2.244 -3.975 1.671  0.26
H26 0.878 -3.226 2.054  0.43
O13 1.771 -3.153 1.666  -0.64
H27 -3.106 0.812 -3.229  0.32
H28 -2.948 -0.687 -2.911  0.33
O14 -3.500 -0.057 -3.418  -0.68
H29 -3.742 0.245 1.132  0.38
H30 -2.614 0.996 0.503  0.34
O15 -3.224 1.069 1.251  -0.82

Properties
total charge	-1
HOMO level	-0.245	hartree
energy relative to the best compared isomer or geometry (same formula, charge and spin)	0.00	kcal per mole

Entry 3:
Here is the molecule C3H5IO from OMol25. Energies are from the ωB97M-V functional and the def2-TZVPD basis.

Last column: Mulliken charge in e.
Atoms and positions in Å:
C1 0.313 -1.124 0.471  -1.08
C2 -0.455 0.133 0.112  0.60
I1 -2.577 -0.306 -0.099  -0.02
C3 0.137 1.200 -0.634  -0.51
O1 -0.079 1.263 0.768  -0.39
H1 -0.164 -1.724 1.238  0.37
H2 1.290 -0.573 0.864  0.27
H3 0.698 -1.778 -0.351  0.26
H4 1.116 1.038 -0.966  0.22
H5 -0.281 1.870 -1.403  0.27

Properties
total charge	0
HOMO level	-0.349	hartree
SMILES string	C[C@]1(I)CO1
energy relative to the best compared isomer or geometry (same formula, charge and spin)	25.31	kcal per mole

Entry 4:
Here is a structure of composition C29H24N3O3Tl from OMol25. Energies are from the ωB97M-V functional and the def2-TZVPD basis.

Last column: Mulliken charge in e.
Atoms and positions in Å:
Tl1 0.772 1.376 0.008  1.34
C1 -0.455 2.881 4.209  -1.56
C2 0.162 2.623 2.873  0.72
N1 -0.351 1.838 1.996  0.32
N2 -1.455 1.123 2.274  -1.22
C3 -2.015 0.654 1.149  0.49
O1 -1.628 0.904 -0.018  -0.80
C4 -3.189 -0.245 1.351  0.51
C5 -3.661 -0.553 2.625  -0.23
C6 -4.741 -1.407 2.778  -0.72
C7 -5.357 -1.959 1.662  -0.30
C8 -4.890 -1.655 0.392  -0.77
C9 -3.810 -0.800 0.237  -0.26
C10 1.430 3.281 2.487  0.52
C11 2.134 4.089 3.371  -0.70
C12 3.293 4.715 2.938  -0.39
C13 3.716 4.529 1.633  -0.87
C14 2.972 3.700 0.810  -0.04
N3 1.866 3.094 1.231  -0.14
H1 -1.443 2.434 4.239  0.36
H2 -0.534 3.953 4.396  0.39
H3 0.149 2.444 5.008  0.33
H4 -3.171 -0.120 3.485  0.41
H5 -5.104 -1.645 3.770  0.39
H6 -6.201 -2.627 1.784  0.38
H7 -5.366 -2.087 -0.479  0.40
H8 -3.430 -0.557 -0.745  0.38
H9 1.776 4.223 4.381  0.38
H10 3.857 5.342 3.616  0.42
H11 4.609 5.001 1.251  0.42
H12 3.266 3.491 -0.212  0.46
C15 1.193 -5.811 -1.213  -0.43
C16 1.578 -5.342 0.034  -0.60
C17 1.560 -3.981 0.294  -0.68
C18 1.166 -3.058 -0.678  0.94
C19 0.775 -3.546 -1.928  -0.06
C20 0.791 -4.907 -2.187  -0.78
C21 1.170 -1.635 -0.277  -0.07
C22 0.871 -0.548 -0.986  -0.65
C23 0.565 -0.455 -2.428  -0.37
C24 1.602 -0.557 -3.355  0.22
C25 1.334 -0.475 -4.713  -0.81
C26 0.032 -0.282 -5.155  -0.47
C27 -1.000 -0.162 -4.235  -0.66
C28 -0.737 -0.240 -2.876  0.26
H13 1.203 -6.872 -1.425  0.37
H14 1.889 -6.034 0.806  0.38
H15 1.856 -3.621 1.272  0.35
H16 0.449 -2.869 -2.704  0.37
H17 0.483 -5.264 -3.161  0.41
H18 1.429 -1.507 0.770  0.29
H19 2.615 -0.698 -3.001  0.43
H20 2.144 -0.561 -5.426  0.43
H21 -0.176 -0.213 -6.215  0.39
H22 -2.015 -0.001 -4.576  0.42
H23 -1.531 -0.131 -2.149  0.42
O2 2.862 2.092 -1.738  -0.66
C29 1.910 2.681 -2.257  0.15
O3 0.770 2.866 -1.715  -0.71
H24 2.015 3.087 -3.278  0.51

Properties
total charge	0
HOMO level	-0.300	hartree
energy relative to the best compared isomer or geometry (same formula, charge and spin)	23.49	kcal per mole

Entry 5:
Here is a structure of composition C20H35ClIrN5O5 from OMol25. Energies are from the ωB97M-V functional and the def2-TZVPD basis.

Last column: Mulliken charge in e.
Atoms and positions in Å:
Ir1 -0.895 1.094 -0.708  3.28
N1 0.568 2.257 -1.822  -0.73
C1 0.631 3.681 -1.398  -0.71
C2 0.242 3.739 0.073  -0.89
N2 -1.073 3.082 0.238  -0.66
C3 -2.164 3.863 -0.424  -0.67
C4 -2.498 3.293 -1.784  -0.81
N3 -2.583 1.820 -1.631  -0.46
C5 -1.411 2.794 1.653  -0.72
C6 -2.496 1.743 1.719  -0.83
N4 -2.035 0.553 0.961  -0.60
H1 1.436 1.790 -1.562  0.28
H2 0.519 2.154 -2.834  0.27
H3 -0.033 4.273 -2.021  0.26
H4 1.636 4.071 -1.557  0.55
H5 0.235 4.774 0.427  0.49
H6 0.950 3.173 0.680  0.36
H7 -1.889 4.916 -0.494  0.42
H8 -3.052 3.824 0.207  0.46
H9 -1.710 3.487 -2.505  0.31
H10 -3.426 3.685 -2.200  0.52
H11 -2.674 1.374 -2.544  0.36
H12 -3.421 1.570 -1.109  0.34
H13 -1.716 3.702 2.178  0.45
H14 -0.507 2.416 2.129  0.45
H15 -3.439 2.086 1.293  0.33
H16 -2.703 1.474 2.755  0.54
H17 -2.778 -0.118 0.776  0.34
H18 -1.349 0.057 1.531  0.26
O1 -1.316 -0.849 -1.180  -0.74
C7 -1.147 -1.055 -2.452  0.50
O2 -0.953 -0.159 -3.261  -0.79
C8 -1.193 -2.515 -2.882  -0.22
N5 -1.019 -2.539 -4.386  -0.03
C9 0.278 -3.283 -4.699  -0.68
C10 1.060 -3.152 -3.407  -0.48
C11 -0.020 -3.343 -2.347  -0.41
H19 -2.169 -2.924 -2.625  0.46
H20 -0.953 -1.553 -4.680  0.36
H21 -1.818 -2.955 -4.862  0.38
H22 0.718 -2.846 -5.591  0.39
H23 -0.004 -4.314 -4.903  0.34
H24 1.519 -2.164 -3.328  0.15
H25 1.848 -3.900 -3.353  0.50
H26 0.263 -3.007 -1.352  -0.04
H27 -0.316 -4.391 -2.286  0.47
C12 1.248 -2.959 2.224  -1.18
C13 1.719 -2.246 3.458  1.18
C14 1.340 -2.717 4.686  -0.94
C15 1.817 -2.147 5.887  0.24
Cl1 1.315 -2.796 7.354  -0.05
C16 2.718 -1.058 5.878  -0.60
C17 3.109 -0.563 4.678  -0.58
C18 2.619 -1.122 3.457  0.75
O3 3.138 -0.525 2.414  -0.36
C19 2.829 -0.669 1.019  -0.80
C20 1.502 -0.052 0.600  0.75
O4 1.248 -0.157 -0.632  -0.94
O5 0.784 0.570 1.399  -0.83
H28 0.595 -3.780 2.516  0.47
H29 2.078 -3.395 1.668  0.34
H30 0.690 -2.303 1.556  0.07
H31 0.678 -3.570 4.763  0.44
H32 3.079 -0.654 6.813  0.48
H33 3.804 0.261 4.595  0.51
H34 2.927 -1.699 0.691  0.33
H35 3.619 -0.094 0.541  0.39

Properties
total charge	+3
HOMO level (alpha / beta)	-0.609 / -0.630	hartree
spin multiplicity	2
energy relative to the best compared isomer or geometry (same formula, charge and spin)	23.55	kcal per mole

Entry 6:
Here is the molecule C5H8O from OMol25. Energies are from the ωB97M-V functional and the def2-TZVPD basis.

Last column: Mulliken charge in e.
Atoms and positions in Å:
C1 -0.411 0.170 2.968  -1.24
C2 -0.175 0.242 1.528  0.38
C3 -0.147 0.351 0.327  0.15
C4 -0.518 0.593 -1.081  -0.51
O1 0.502 0.576 -2.040  -0.35
C5 1.024 -0.709 -2.263  -0.70
H1 0.066 -0.693 3.444  0.30
H2 -0.078 1.080 3.478  0.28
H3 -1.494 0.081 3.115  0.28
H4 -0.967 1.590 -1.130  0.29
H5 -1.301 -0.140 -1.338  0.31
H6 0.223 -1.436 -2.469  0.30
H7 1.672 -0.641 -3.138  0.23
H8 1.604 -1.065 -1.402  0.29

Properties
total charge	0
HOMO level	-0.352	hartree
SMILES string	CC#CCOC
energy relative to the best compared isomer or geometry (same formula, charge and spin)	58.79	kcal per mole

Values of F_max, in order: 0.0266 0.0376 0.0641 0.0132 0.0661 0.0110, all in hartree/bohr.
Values of total energy, in order: -53584.76952 -36843.58345 -13338.27600 -45767.85662 -54334.45444 -7359.70595, all in eV.